(1)
# C4H13N3

A cluster of 2 separate species, C4H13N3 in total at a distorted geometry (ωB97M-V with the def2-TZVPD basis set, OMol25).

Calculated values
lowest unoccupied orbital energy	-0.3340	hartree

Geometry as ORCA input:
```
! RIJCOSX wB97M-V def2-TZVPD def2/J DEFGRID3
* xyz 2 1
C -0.51 0.11 -2.03
C 2.34 -1.22 2.20
C 1.56 -0.05 1.88
C 0.40 -0.01 1.08
N -1.01 0.19 -3.19
N -0.93 0.55 -0.91
N -2.25 1.17 -0.89
H 0.26 -0.76 -1.99
H 2.66 -1.43 3.23
H 1.88 -2.17 1.72
H 3.17 -1.02 1.39
H 2.10 0.92 2.13
H -0.41 0.29 1.70
H 0.31 -1.02 0.72
H 0.52 0.82 0.32
H -0.54 -0.12 -4.01
H -1.73 0.91 -3.46
H -2.30 1.38 0.11
H -3.10 0.59 -1.30
H -2.43 2.01 -1.46
*
```

---

(2)
# C3H7O3

A cluster of 2 separate species, C3H7O3 in total at a distorted geometry (ωB97M-V with the def2-TZVPD basis set, OMol25).

Calculated values
lowest unoccupied orbital energy (spin up / spin down)	0.0250 / -0.1325	hartree
expectation value of S²	0.755

Geometry as ORCA input:
```
! RIJCOSX wB97M-V def2-TZVPD def2/J DEFGRID3
* xyz 0 2
C -2.28 -0.57 -1.19
O -1.10 0.08 -1.54
H -0.62 0.43 -0.78
H -3.16 0.04 -1.45
H -2.36 -1.48 -1.77
H -2.38 -0.76 -0.12
C 2.27 0.30 0.63
C 0.97 0.27 1.39
O -0.07 0.71 0.92
O 0.94 -0.29 2.54
H 2.70 1.29 0.88
H 2.08 0.42 -0.43
H 3.00 -0.45 0.91
*
```

---

(3)
# C3H6N4O2S2

An isolated molecule of C3H6N4O2S2 at a distorted geometry (ωB97M-V with the def2-TZVPD basis set, OMol25).

Calculated values
lowest unoccupied orbital energy	0.0098	hartree

Geometry as ORCA input:
```
! RIJCOSX wB97M-V def2-TZVPD def2/J DEFGRID3
* xyz 0 1
C -2.32 1.46 -0.16
C 0.74 -0.28 -0.40
C -1.59 -0.90 -0.23
H -3.15 1.25 -0.87
H -2.80 1.39 0.85
H -1.83 2.42 -0.31
H -2.81 -2.33 0.02
H 3.40 0.71 1.49
H 3.23 -1.11 1.69
N -1.30 0.44 -0.34
N 0.02 0.81 -0.38
N -2.79 -1.30 -0.11
N 2.89 -0.15 1.24
O 2.97 -1.48 -0.89
O 2.87 1.09 -0.91
S -0.03 -1.83 -0.30
S 2.52 -0.20 -0.39
*
```

---

(4)
# C3H3IS

A cluster of 2 separate species, C3H3IS in total at a distorted geometry (ωB97M-V with the def2-TZVPD basis set, OMol25).

Calculated values
lowest unoccupied orbital energy (spin up / spin down)	-0.0700 / -0.0565	hartree

Geometry as ORCA input:
```
! RIJCOSX wB97M-V def2-TZVPD def2/J DEFGRID3
* xyz 0 1
C -1.06 1.48 -0.55
C -0.27 0.74 0.05
C 0.70 0.10 0.73
S -0.37 -2.45 0.13
I 2.66 0.05 0.17
H -1.67 1.86 -1.33
H 0.61 -0.11 1.77
H -0.60 -1.68 -0.98
*
```

---

ΔE to the lowest compared entry with this formula, charge and spin (kcal/mol)
127.00 19.61 0.00 50.99